1.
The following is a DFT calculation (ωB97M-V/def2-TZVPD) of a structure of composition C16H15CeClS.

```
34
C16H15CeClS ωB97M-V/def2-TZVPD
C -2.224 -0.972 -1.213
C -1.593 -1.157 -2.508
C -1.358 0.153 -3.080
H -1.271 -2.120 -2.926
C -1.826 1.151 -2.144
C -2.361 0.454 -0.981
H -2.718 0.921 -0.048
H -2.456 -1.760 -0.481
H -0.857 0.355 -4.028
H -1.690 2.240 -2.222
Ce 0.055 -0.022 -0.896
Cl 0.268 -2.153 0.524
C 2.550 0.110 -0.850
C 2.130 1.365 -1.460
C 1.618 1.074 -2.773
H 2.105 2.342 -0.955
C 1.709 -0.357 -2.988
C 2.280 -0.952 -1.810
H 2.382 -2.026 -1.619
H 2.833 -0.027 0.203
H 1.173 1.808 -3.463
H 1.350 -0.906 -3.870
S -0.246 2.031 0.946
C -0.202 0.857 2.261
C 1.039 0.431 2.775
C 1.045 -0.424 3.843
C -0.144 -0.867 4.427
C -1.365 -0.432 3.901
C -1.414 0.419 2.831
H 1.961 0.786 2.299
H 2.011 -0.767 4.253
H -0.121 -1.549 5.294
H -2.305 -0.775 4.358
H -2.358 0.769 2.399
```

Molecular weight ... 414.9 g mol⁻¹
Highest occupied orbital energy (alpha / beta) ... -3.64 / -4.33 eV
Energy relative to the best compared isomer or geometry (same formula, charge and spin) ... 0.000 eV
Expectation value of S² ... 0.751
2S+1 ... 2
Energy ... -53125.161 eV
Charge ... -1

How positive or negative is each atom? The Mulliken charges in e answer that: -0.468, -0.533, -0.380, 0.380, -0.736, -0.212, 0.589, 0.531, 0.547, 0.370, -0.110, -0.521, -0.434, -0.559, -0.468, 0.509, -0.386, -0.573, 0.449, 0.641, 0.406, 0.430, -0.382, 0.327, -0.418, -0.357, -0.469, -0.370, -0.390, 0.410, 0.298, 0.319, 0.303, 0.256

---

2.
The following is a DFT calculation (ωB97M-V/def2-TZVPD) of the molecule C16H15Cl2NO4S.

```
39
C16H15Cl2NO4S ωB97M-V/def2-TZVPD
C -0.485 -0.537 -5.120
C 1.000 -0.713 -5.333
H 1.414 -1.561 -4.795
H 1.257 -0.787 -6.387
S 1.915 0.748 -4.735
O 1.358 1.935 -5.314
O 3.314 0.498 -4.938
C 1.645 0.714 -2.938
C 2.568 -0.017 -2.209
C 2.442 -0.120 -0.839
C 1.381 0.493 -0.173
C 0.470 1.250 -0.907
C 0.600 1.360 -2.297
Cl -0.525 2.301 -3.183
Cl -0.810 2.117 -0.145
C 1.362 0.334 1.329
O 2.396 0.380 1.960
N 0.137 0.079 1.839
C -0.231 -0.118 3.174
C 0.662 -0.102 4.234
C 0.207 -0.303 5.527
C -1.136 -0.518 5.765
C -2.041 -0.537 4.713
C -1.601 -0.340 3.416
O -2.404 -0.340 2.302
C -3.791 -0.492 2.477
H -4.205 0.303 3.103
H -4.221 -0.426 1.479
H -4.036 -1.466 2.913
H -3.086 -0.706 4.920
H -1.495 -0.674 6.771
H 0.908 -0.288 6.346
H 1.706 0.070 4.037
H -0.657 0.064 1.211
H 3.163 -0.666 -0.251
H 3.390 -0.469 -2.741
H -1.041 -1.333 -5.611
H -0.798 0.415 -5.540
H -0.729 -0.550 -4.060
```

Molecular weight ... 388.3 g mol⁻¹
SMILES ... CCS(=O)(=O)c1ccc(C(=O)Nc2ccccc2OC)c(Cl)c1Cl
Highest occupied orbital energy ... -8.43 eV
Energy relative to the best compared isomer or geometry (same formula, charge and spin) ... 0.009 eV
Energy ... -62395.332 eV

How positive or negative is each atom? The Mulliken charges in e answer that: -1.079, -0.481, 0.381, 0.450, 1.307, -0.621, -0.700, -0.255, -0.596, -0.867, 0.312, 0.354, 0.180, -0.118, -0.171, 0.565, -0.646, -0.024, 0.071, -0.559, -0.756, -0.697, -0.490, 0.928, -0.420, -0.930, 0.377, 0.257, 0.350, 0.396, 0.378, 0.381, 0.512, 0.276, 0.451, 0.516, 0.381, 0.293, 0.295

---

3.
The following is a DFT calculation (ωB97M-V/def2-TZVPD) of the molecule C16H15Cl3N2O3S.

```
40
C16H15Cl3N2O3S ωB97M-V/def2-TZVPD
C -4.973 -4.341 0.884
C -4.676 -2.850 0.870
H -5.483 -2.307 0.361
H -4.587 -2.471 1.897
O -3.453 -2.663 0.177
C -2.972 -1.416 -0.001
C -1.771 -1.326 -0.718
C -1.195 -0.100 -0.967
C -1.816 1.043 -0.496
C -2.992 0.978 0.221
C -3.579 -0.251 0.470
H -4.502 -0.291 1.026
H -3.441 1.894 0.569
S -1.065 2.622 -0.790
O -1.917 3.690 -0.361
O -0.498 2.673 -2.105
N 0.203 2.600 0.356
N 1.214 1.788 0.010
C 2.424 1.976 0.368
C 3.374 0.971 -0.138
C 3.226 0.531 -1.454
C 4.095 -0.384 -2.010
C 5.143 -0.887 -1.252
C 5.301 -0.487 0.072
C 4.413 0.435 0.625
Cl 4.595 0.834 2.288
Cl 6.578 -1.134 1.023
Cl 6.242 -2.014 -1.943
H 3.976 -0.710 -3.031
H 2.412 0.938 -2.032
C 2.922 3.153 1.159
H 2.648 3.062 2.210
H 4.001 3.240 1.083
H 2.472 4.069 0.769
H 0.402 3.501 0.786
H -0.274 -0.007 -1.517
H -1.318 -2.240 -1.067
H -5.906 -4.527 1.407
H -5.053 -4.713 -0.134
H -4.170 -4.875 1.385
```

Molecular weight ... 421.7 g mol⁻¹
SMILES ... CCOc1ccc(S(=O)(=O)N/N=C(\C)c2ccc(Cl)c(Cl)c2Cl)cc1
Highest occupied orbital energy ... -8.83 eV
Energy ... -74359.402 eV

How positive or negative is each atom? The Mulliken charges in e answer that: -1.418, -0.277, 0.373, 0.370, -0.341, 0.649, -0.821, -0.106, -0.107, -0.680, -0.327, 0.395, 0.467, 1.242, -0.703, -0.627, -0.392, -0.112, 0.510, 0.363, -0.404, -0.831, 0.362, 0.063, 0.382, -0.199, -0.187, -0.192, 0.433, 0.530, -1.929, 0.390, 0.452, 0.514, 0.273, 0.381, 0.434, 0.418, 0.326, 0.327

---

4.
The following is a DFT calculation (ωB97M-V/def2-TZVPD) of the molecule C16H15ClN2O4S.

```
39
C16H15ClN2O4S ωB97M-V/def2-TZVPD
O -5.132 -2.304 1.471
C -4.362 -1.901 0.635
N -3.627 -0.769 0.794
C -2.692 -0.322 -0.136
C -2.069 0.911 -0.010
C -1.108 1.282 -0.930
C -0.752 0.452 -1.975
C -1.372 -0.779 -2.111
C -2.345 -1.171 -1.198
O -2.913 -2.397 -1.331
C -4.175 -2.578 -0.719
H -4.969 -2.196 -1.381
H -4.313 -3.655 -0.604
H -1.118 -1.452 -2.913
H -0.010 0.788 -2.681
S -0.285 2.865 -0.739
O 0.005 3.373 -2.043
O -1.040 3.652 0.189
N 1.176 2.542 -0.027
H 1.819 2.042 -0.619
C 1.232 2.217 1.374
H 0.400 2.758 1.829
C 1.131 0.711 1.679
C 2.266 -0.032 1.036
C 2.080 -0.727 -0.153
C 3.135 -1.372 -0.774
C 4.395 -1.320 -0.201
C 4.603 -0.634 0.985
C 3.540 0.005 1.594
H 3.700 0.537 2.520
H 5.587 -0.604 1.426
Cl 5.719 -2.122 -0.970
H 2.982 -1.912 -1.695
H 1.096 -0.774 -0.597
H 1.166 0.583 2.763
H 0.178 0.327 1.314
H 2.170 2.607 1.781
H -2.323 1.591 0.788
H -3.778 -0.222 1.631
```

Molecular weight ... 366.8 g mol⁻¹
SMILES ... O=C1COc2ccc(S(=O)(=O)NCCc3ccc(Cl)cc3)cc2N1
Highest occupied orbital energy ... -9.01 eV
Energy relative to the best compared isomer or geometry (same formula, charge and spin) ... 0.894 eV
Energy ... -51363.688 eV

How positive or negative is each atom? The Mulliken charges in e answer that: -0.620, 0.384, -0.120, 0.624, -0.610, -0.168, -0.718, -0.891, 0.698, -0.467, -0.342, 0.239, 0.294, 0.470, 0.515, 1.302, -0.726, -0.694, -0.234, 0.317, -0.808, 0.383, -0.418, -0.365, 0.491, -0.867, 0.369, -0.771, -0.307, 0.424, 0.416, -0.217, 0.429, 0.412, 0.510, -0.030, 0.402, 0.492, 0.200

---

5.
The following is a DFT calculation (ωB97M-V/def2-TZVPD) of a structure of composition C16H15ClSeW.

```
34
C16H15ClSeW ωB97M-V/def2-TZVPD
C 3.397 -0.598 1.004
C 3.278 0.025 -0.268
C 2.528 -0.854 -1.150
H 3.760 0.967 -0.470
C 2.453 -2.116 -0.436
C 2.831 -1.899 0.917
H 2.745 -2.521 1.814
H 3.810 -0.223 1.946
H 2.294 -0.638 -2.220
H 2.159 -3.092 -0.788
W 1.265 -0.461 0.538
Cl 0.670 1.685 0.396
C -1.837 1.243 -2.924
C -1.692 -0.069 -3.476
C -0.417 -0.143 -4.116
H -2.446 -0.857 -3.413
C 0.234 1.120 -3.942
C -0.639 1.971 -3.202
H -0.438 2.995 -2.893
H -2.697 1.602 -2.346
H -0.010 -1.005 -4.651
H 1.217 1.392 -4.337
Se -0.827 -1.548 0.162
C -1.555 -0.681 1.828
C -0.879 -0.803 3.055
C -1.157 0.106 4.093
C -2.189 1.043 3.936
C -2.958 1.068 2.760
C -2.694 0.150 1.730
H -0.133 -1.594 3.183
H -0.564 0.098 5.021
H -2.406 1.754 4.743
H -3.754 1.818 2.646
H -3.348 0.067 0.859
```

Molecular weight ... 505.5 g mol⁻¹
Highest occupied orbital energy (alpha / beta) ... -5.70 / -5.58 eV
Expectation value of S² ... 2.062
2S+1 ... 3
Energy ... -96524.514 eV

How positive or negative is each atom? The Mulliken charges in e answer that: -0.301, -0.356, -0.675, 0.416, -0.128, -0.525, 0.429, 0.397, 0.350, 0.421, 0.908, -0.346, -0.469, -0.518, -0.615, 0.412, -0.493, -0.572, 0.424, 0.421, 0.398, 0.442, -0.094, -0.033, -0.178, -0.311, -0.441, -0.321, -0.570, 0.485, 0.361, 0.341, 0.368, 0.372

---

6.
The following is a DFT calculation (ωB97M-V/def2-TZVPD) of a cluster of 2 separate species, C16H15F3NO5S2 in total.

```
42
C16H15F3NO5S2 ωB97M-V/def2-TZVPD
F 3.457 -0.849 1.757
C 2.189 -0.556 2.174
F 1.615 -1.685 2.618
F 2.268 0.308 3.218
S 1.359 0.125 0.742
N -0.270 -0.224 1.296
C -0.858 -1.501 1.176
O -0.327 -2.493 0.701
C -2.226 -1.351 1.723
C -2.582 -0.038 1.955
C -3.854 0.316 2.393
C -4.792 -0.713 2.578
C -4.438 -2.059 2.342
C -3.149 -2.388 1.921
S -1.298 1.132 1.613
O -0.893 1.790 2.817
O -1.555 1.855 0.407
H -4.077 1.371 2.571
H -5.804 -0.456 2.897
H -5.186 -2.841 2.478
H -2.834 -3.416 1.729
C 4.840 5.601 -2.082
C 4.162 4.278 -1.734
C 3.374 3.765 -2.944
C 5.244 3.247 -1.350
C 4.686 1.920 -0.808
O 5.302 0.861 -0.962
C 3.435 1.986 -0.101
C 2.609 3.149 0.007
O 1.483 3.126 0.516
C 3.200 4.466 -0.540
H 5.419 5.972 -1.228
H 5.529 5.463 -2.925
H 4.102 6.363 -2.357
H 2.885 2.812 -2.727
H 2.602 4.488 -3.233
H 4.044 3.621 -3.799
H 5.889 3.034 -2.214
H 5.879 3.689 -0.566
H 3.175 1.080 0.447
H 3.748 4.953 0.282
H 2.377 5.142 -0.816
```

Molecular weight ... 422.4 g mol⁻¹
Highest occupied orbital energy ... -3.66 eV
Energy relative to the best compared isomer or geometry (same formula, charge and spin) ... 0.000 eV
Energy ... -58386.632 eV
Charge ... -1

How positive or negative is each atom? The Mulliken charges in e answer that: -0.221, 0.831, -0.234, -0.260, -0.203, -0.008, 0.839, -0.658, -0.032, 0.525, -0.636, -0.485, -0.460, -0.619, 1.027, -0.572, -0.553, 0.419, 0.363, 0.371, 0.466, -2.088, 2.032, -1.807, -0.958, 0.027, -0.771, -0.364, 0.909, -0.638, -1.124, 0.414, 0.410, 0.407, 0.390, 0.417, 0.420, 0.306, 0.345, 0.117, 0.324, 0.332